No. 1
2 unconnected molecules or ions with the total composition C20H25F4N5O3 at a distorted geometry, computed with ωB97M-V with the def2-TZVPD basis set.

The gap between HOMO and LUMO comes out at 8.49 eV. For the electronic energy, the calculation gives -45610.854 eV. The LUMO energy is 0.2 eV. As for the SMILES: Nc1cc(NCc2ccc(F)cc2)cc(C(F)(F)F)n1.CNC(=O)[C@@H](NC(C)=O)[C@@H](C)O. As for the HOMO energy: -0.305 Ha. The value obtained for the energy relative to the best compared isomer or geometry (same formula, charge and spin) is 0.60 kcal per mole.

Positions of all 57 atoms, in Å:
1 N -2.060 3.194 -5.139
2 C -1.646 2.173 -4.355
3 C -1.373 2.350 -3.020
4 C -0.928 1.266 -2.285
5 N -0.617 1.336 -0.935
6 C -0.554 2.585 -0.155
7 C 0.627 3.423 -0.591
8 C 0.458 4.763 -0.982
9 C 1.560 5.525 -1.391
10 C 2.840 4.964 -1.410
11 F 3.907 5.698 -1.802
12 C 3.012 3.635 -1.019
13 C 1.915 2.869 -0.611
14 C -0.781 0.058 -2.939
15 C -1.063 -0.052 -4.315
16 C -0.897 -1.407 -5.022
17 F 0.117 -2.132 -4.466
18 F -0.607 -1.256 -6.346
19 F -2.045 -2.131 -4.906
20 N -1.498 1.033 -5.000
21 H -2.043 2.932 -6.119
22 H -1.696 4.104 -4.887
23 H -1.517 3.323 -2.575
24 H -0.294 0.473 -0.481
25 H -0.446 2.342 0.907
26 H -1.491 3.142 -0.261
27 H -0.529 5.216 -0.971
28 H 1.431 6.559 -1.695
29 H 4.007 3.201 -1.040
30 H 2.062 1.833 -0.318
31 H -0.442 -0.809 -2.385
32 C -2.211 -3.879 5.260
33 N -1.384 -3.012 4.424
34 C -0.869 -3.374 3.243
35 O -1.041 -4.486 2.751
36 C -0.002 -2.339 2.522
37 N 1.414 -2.729 2.635
38 C 2.141 -2.458 3.717
39 C 3.527 -3.055 3.772
40 O 1.726 -1.764 4.637
41 C -0.416 -2.163 1.051
42 C -1.868 -1.718 0.884
43 O 0.371 -1.141 0.471
44 H -2.320 -3.451 6.257
45 H -1.745 -4.863 5.344
46 H -3.197 -3.998 4.807
47 H -1.113 -2.112 4.795
48 H -0.152 -1.376 3.010
49 H 1.786 -3.383 1.964
50 H 3.455 -4.139 3.714
51 H 4.122 -2.675 2.943
52 H 3.995 -2.773 4.715
53 H -0.257 -3.095 0.508
54 H -2.078 -1.561 -0.175
55 H -2.545 -2.486 1.259
56 H -2.039 -0.785 1.422
57 H 1.291 -1.393 0.587

No. 2
A molecular structure, C20H25F5N4PdS at a distorted geometry, computed with ωB97M-V with the def2-TZVPD basis set.

The gap between HOMO and LUMO (spin up / spin down) comes out at 3.22 / 6.37 eV. For the electronic energy, the calculation gives -54982.732 eV. Its expectation value of S² is 6.04. The LUMO energy (spin up / spin down) is -7.2 / -7.6 eV. As for the HOMO energy (spin up / spin down): -0.383 / -0.512 Ha. As for the spin multiplicity: 5. The charge is +2.

Positions of all 56 atoms, in Å:
1 Pd 11.841 8.762 5.278
2 C 12.843 14.097 8.247
3 N 11.929 12.982 8.173
4 C 12.385 11.681 7.697
5 C 10.691 13.121 8.515
6 C 7.352 9.028 5.761
7 C 6.768 7.873 5.146
8 C 7.167 6.512 5.205
9 C 8.532 6.105 5.740
10 C 9.547 6.891 6.020
11 C 9.808 8.266 5.885
12 H 13.663 13.844 8.950
13 H 12.252 14.887 8.702
14 H 13.125 14.363 7.265
15 H 13.246 11.522 8.368
16 H 12.538 11.730 6.625
17 H 11.685 10.872 7.946
18 H 10.356 14.149 8.740
19 H 9.947 12.396 8.424
20 H 5.704 8.108 4.963
21 H 6.680 5.594 4.958
22 H 8.798 5.107 5.485
23 H 10.561 6.386 5.943
24 F 18.664 7.679 5.643
25 C 17.404 7.558 5.949
26 C 16.539 8.191 5.099
27 F 17.050 9.074 4.262
28 C 15.154 8.030 5.252
29 F 14.293 8.771 4.481
30 C 14.631 7.280 6.325
31 S 12.994 7.174 6.713
32 C 15.591 6.617 7.152
33 F 15.186 5.843 8.176
34 C 16.999 6.813 7.033
35 F 17.928 6.264 7.791
36 C 7.696 10.505 3.438
37 N 6.799 11.030 4.429
38 C 6.320 12.396 4.189
39 C 6.711 10.382 5.583
40 N 8.872 9.089 5.724
41 N 5.997 10.724 6.678
42 C 5.362 9.715 7.517
43 C 5.820 12.159 6.998
44 H 8.623 11.069 3.568
45 H 7.354 10.636 2.375
46 H 8.155 9.526 3.601
47 H 6.692 12.611 3.178
48 H 6.987 13.076 4.675
49 H 5.312 12.678 4.333
50 H 9.205 10.012 5.885
51 H 4.332 9.831 7.335
52 H 5.554 9.615 8.593
53 H 5.550 8.725 7.116
54 H 6.653 12.845 6.787
55 H 5.876 12.278 8.083
56 H 4.957 12.646 6.534

No. 3
C20H25FN2O in the gas phase, computed with ωB97M-V with the def2-TZVPD basis set.

The gap between HOMO and LUMO comes out at 9.67 eV. For the electronic energy, the calculation gives -28891.787 eV. The LUMO energy is 0.7 eV. As for the SMILES: C[C@H](CCc1ccccc1)NC(=O)CN(C)Cc1ccc(F)cc1. As for the HOMO energy: -0.331 Ha. The value obtained for the energy relative to the best compared isomer or geometry (same formula, charge and spin) is 0.81 kcal per mole.

Positions of all 49 atoms, in Å:
1 C 0.852 -2.905 2.190
2 C 0.709 -1.411 1.897
3 C -0.745 -0.990 1.655
4 C -1.455 -1.794 0.557
5 C -2.615 -1.029 -0.016
6 C -3.645 -0.579 0.802
7 C -4.693 0.156 0.279
8 C -4.732 0.450 -1.074
9 C -3.719 -0.004 -1.901
10 C -2.670 -0.738 -1.373
11 N 1.547 -1.038 0.777
12 C 2.661 -0.298 0.893
13 O 3.089 0.144 1.939
14 C 3.412 -0.153 -0.431
15 N 2.525 -0.044 -1.578
16 C 3.115 -0.612 -2.776
17 C 2.113 1.340 -1.810
18 C 1.184 1.851 -0.742
19 C 1.668 2.518 0.377
20 C 0.805 2.998 1.345
21 C -0.555 2.816 1.173
22 F -1.407 3.288 2.109
23 C -1.070 2.165 0.067
24 C -0.189 1.681 -0.883
25 H 0.216 -3.184 3.026
26 H 1.883 -3.132 2.449
27 H 0.574 -3.499 1.324
28 H 1.099 -0.842 2.750
29 H -0.744 0.065 1.378
30 H -1.293 -1.086 2.593
31 H -1.811 -2.742 0.969
32 H -0.757 -2.022 -0.250
33 H -3.625 -0.803 1.858
34 H -5.483 0.504 0.929
35 H -5.548 1.027 -1.482
36 H -3.744 0.215 -2.958
37 H -1.885 -1.093 -2.026
38 H 1.263 -1.291 -0.158
39 H 4.011 -1.063 -0.530
40 H 4.112 0.692 -0.349
41 H 3.364 -1.656 -2.592
42 H 4.025 -0.085 -3.098
43 H 2.388 -0.570 -3.587
44 H 2.992 2.003 -1.881
45 H 1.590 1.366 -2.770
46 H 2.729 2.669 0.502
47 H 1.174 3.507 2.221
48 H -2.136 2.039 -0.041
49 H -0.579 1.169 -1.749

No. 4
A molecular structure, C20H25MoNO4PS2 at a distorted geometry, computed with ωB97M-V with the def2-TZVPD basis set.

The gap between HOMO and LUMO (spin up / spin down) comes out at 5.50 / 5.42 eV. For the electronic energy, the calculation gives -63615.284 eV. Its expectation value of S² is 2.01. The LUMO energy (spin up / spin down) is -11.3 / -11.3 eV. As for the HOMO energy (spin up / spin down): -0.616 / -0.616 Ha. The value obtained for the energy relative to the best compared isomer or geometry (same formula, charge and spin) is 17.35 kcal per mole. As for the spin multiplicity: 3. The charge is +3.

Positions of all 54 atoms, in Å:
1 Mo -0.500 -0.870 -0.363
2 O 0.645 0.944 -0.593
3 C 1.649 1.069 0.460
4 C 2.203 -0.350 0.702
5 O 3.082 -0.821 1.287
6 O 1.225 -1.251 -0.014
7 C 2.735 2.064 0.120
8 C 3.976 2.019 0.750
9 C 4.926 2.985 0.457
10 C 4.650 3.992 -0.459
11 C 3.409 4.045 -1.076
12 C 2.446 3.091 -0.781
13 C 0.810 1.393 1.692
14 C -0.221 0.519 2.009
15 C -1.158 0.817 2.989
16 C -1.049 2.018 3.678
17 C -0.012 2.892 3.375
18 C 0.906 2.593 2.371
19 H 1.062 1.134 -1.456
20 H 4.219 1.247 1.466
21 H 5.890 2.946 0.946
22 H 5.397 4.740 -0.683
23 H 3.181 4.835 -1.778
24 H 1.464 3.194 -1.230
25 H -0.209 -0.545 1.716
26 H -1.927 0.102 3.248
27 H -1.752 2.263 4.463
28 H 0.085 3.822 3.920
29 H 1.694 3.292 2.125
30 C -4.435 -1.223 1.587
31 P -3.933 -0.331 0.132
32 C -4.800 -0.916 -1.308
33 C -4.095 1.428 0.340
34 O -2.383 -0.623 -0.119
35 H -5.482 -0.987 1.794
36 H -3.839 -0.923 2.448
37 H -4.345 -2.297 1.424
38 H -5.867 -0.712 -1.182
39 H -4.661 -1.991 -1.421
40 H -4.452 -0.393 -2.199
41 H -5.151 1.675 0.473
42 H -3.725 1.948 -0.544
43 H -3.541 1.752 1.222
44 S -0.637 -1.931 -2.481
45 C 0.342 -3.383 -2.496
46 N 0.704 -3.892 -3.637
47 C 1.557 -5.095 -3.593
48 C 1.516 -5.612 -2.147
49 S 0.834 -4.253 -1.121
50 H 0.464 -3.456 -4.520
51 H 2.563 -4.813 -3.901
52 H 1.167 -5.831 -4.293
53 H 2.507 -5.850 -1.773
54 H 0.866 -6.475 -2.026

The highest electronic energy belongs to which entry?
C20H25FN2O

The lowest electronic energy belongs to which entry?
C20H25MoNO4PS2

Please write out number 3 again, unchanged.
C20H25FN2O in the gas phase, computed with ωB97M-V with the def2-TZVPD basis set.

The gap between HOMO and LUMO comes out at 9.67 eV. For the electronic energy, the calculation gives -28891.787 eV. The LUMO energy is 0.7 eV. As for the SMILES: C[C@H](CCc1ccccc1)NC(=O)CN(C)Cc1ccc(F)cc1. As for the HOMO energy: -0.331 Ha. The value obtained for the energy relative to the best compared isomer or geometry (same formula, charge and spin) is 0.81 kcal per mole.

Positions of all 49 atoms, in Å:
1 C 0.852 -2.905 2.190
2 C 0.709 -1.411 1.897
3 C -0.745 -0.990 1.655
4 C -1.455 -1.794 0.557
5 C -2.615 -1.029 -0.016
6 C -3.645 -0.579 0.802
7 C -4.693 0.156 0.279
8 C -4.732 0.450 -1.074
9 C -3.719 -0.004 -1.901
10 C -2.670 -0.738 -1.373
11 N 1.547 -1.038 0.777
12 C 2.661 -0.298 0.893
13 O 3.089 0.144 1.939
14 C 3.412 -0.153 -0.431
15 N 2.525 -0.044 -1.578
16 C 3.115 -0.612 -2.776
17 C 2.113 1.340 -1.810
18 C 1.184 1.851 -0.742
19 C 1.668 2.518 0.377
20 C 0.805 2.998 1.345
21 C -0.555 2.816 1.173
22 F -1.407 3.288 2.109
23 C -1.070 2.165 0.067
24 C -0.189 1.681 -0.883
25 H 0.216 -3.184 3.026
26 H 1.883 -3.132 2.449
27 H 0.574 -3.499 1.324
28 H 1.099 -0.842 2.750
29 H -0.744 0.065 1.378
30 H -1.293 -1.086 2.593
31 H -1.811 -2.742 0.969
32 H -0.757 -2.022 -0.250
33 H -3.625 -0.803 1.858
34 H -5.483 0.504 0.929
35 H -5.548 1.027 -1.482
36 H -3.744 0.215 -2.958
37 H -1.885 -1.093 -2.026
38 H 1.263 -1.291 -0.158
39 H 4.011 -1.063 -0.530
40 H 4.112 0.692 -0.349
41 H 3.364 -1.656 -2.592
42 H 4.025 -0.085 -3.098
43 H 2.388 -0.570 -3.587
44 H 2.992 2.003 -1.881
45 H 1.590 1.366 -2.770
46 H 2.729 2.669 0.502
47 H 1.174 3.507 2.221
48 H -2.136 2.039 -0.041
49 H -0.579 1.169 -1.749

Among the records above, which one has the highest electronic energy?
C20H25FN2O